(1)
The following is a quantum chemistry calculation of C62H55AsClIrNOP3Si as an isolated structure in a non-equilibrium geometry, from the OMol25 dataset.

The geometry in XYZ format:
```
126
Properties=species:S:1:pos:R:3:lowdin_spin:R:1
C -2.893 -0.901 2.033 0.0044
C 2.152 4.334 3.481 0.0000
P 2.315 0.496 -1.756 0.3335
H -1.670 -3.524 -3.288 0.0000
N -1.738 -1.369 1.556 -0.0238
H 1.357 -5.113 -1.119 0.0000
C 0.835 -1.147 5.263 0.0005
H -0.117 3.214 -5.037 -0.0007
H 4.536 -4.648 1.701 0.0000
H -1.548 -0.998 -4.086 0.0000
C 0.274 4.270 1.439 -0.0003
C -1.133 -2.369 2.200 -0.0007
C 3.675 -4.245 1.186 0.0002
H -2.681 -2.027 -1.559 0.0009
H 2.954 1.236 -4.642 0.0015
H 3.288 -6.047 0.083 0.0001
C 0.852 2.003 -3.562 0.0277
C 2.152 -2.404 0.788 0.0031
C 0.593 3.099 2.134 -0.0005
H -4.791 -3.249 -1.088 0.0000
H 6.049 -1.594 -5.445 0.0027
C -1.403 -4.698 0.084 0.0008
H -1.322 1.391 4.693 0.0000
C 0.964 -3.755 -5.399 -0.0003
H 4.592 0.262 -6.176 -0.0003
C 0.370 4.340 -3.273 0.0401
C -2.441 3.148 3.118 -0.0001
H -3.259 3.158 -2.298 0.0000
C -3.472 -1.405 3.182 -0.0004
C 3.267 -2.942 1.431 0.0007
C -0.127 -0.179 5.511 0.0013
H 0.980 5.210 -1.408 -0.0004
C 0.954 -0.444 2.955 0.0078
H -3.944 2.671 -3.871 0.0005
H -0.464 -5.111 0.430 0.0001
C 0.366 -3.020 -2.782 0.0000
H -2.716 1.649 0.091 0.0009
C 5.265 -1.635 -3.446 -0.0019
C 0.943 4.311 -2.008 -0.0003
H -5.065 0.885 -1.757 0.0000
C -1.437 -3.500 -0.623 0.0031
H -3.371 -0.105 1.479 0.0009
C 1.783 5.507 2.838 -0.0003
C -2.103 2.356 2.021 -0.0005
C -0.015 0.533 3.212 0.0030
C 0.858 5.470 1.801 0.0000
C 3.075 0.511 0.936 -0.0023
C -3.074 2.602 -3.217 0.0017
C 1.573 3.126 3.123 -0.0003
C -3.800 -4.864 -0.080 0.0004
C -1.654 -2.929 3.354 -0.0024
C 5.021 1.696 1.731 0.0028
C -2.345 -0.295 -4.326 0.0001
Cl -0.807 -4.209 4.111 -0.0012
H 3.827 -2.333 2.132 0.0000
C 3.903 0.912 1.980 -0.0020
H 1.194 -4.055 -6.412 0.0000
C 1.675 -2.937 -3.257 0.0015
C -3.841 -3.655 -0.765 0.0003
H -4.117 -0.381 -0.946 0.0002
Ir -0.501 -0.232 -0.007 0.1949
H -2.549 -6.318 0.879 0.0000
H 1.179 -1.791 6.061 0.0000
H 2.462 -2.613 -2.594 0.0007
H -4.804 -0.672 -2.563 0.0001
C 1.356 -1.292 3.984 0.0019
H 6.196 2.703 0.239 0.0008
C -4.586 3.610 2.126 0.0002
H -4.406 -0.995 3.538 -0.0002
H 2.876 4.363 4.285 0.0000
H -0.457 4.235 0.639 -0.0001
H 1.851 2.218 3.643 0.0000
H 2.212 6.450 3.147 0.0000
O -1.436 0.728 -1.723 0.0202
C -0.559 0.654 4.486 -0.0001
C 0.319 3.184 -4.046 -0.0009
H -0.047 5.262 -3.656 0.0020
C 3.377 0.942 -0.355 0.0518
H -2.015 0.361 -5.131 0.0000
H 1.967 3.123 -0.545 0.0014
C 2.976 -5.030 0.277 0.0010
H 3.688 0.589 2.992 -0.0002
C 4.341 -1.098 -2.575 0.0415
H -4.717 -5.403 0.118 0.0000
H 2.998 -3.272 -4.902 0.0001
P -0.442 1.640 1.822 -0.0026
C 1.499 3.140 -1.522 0.0320
H 2.088 -2.067 3.792 0.0001
As -2.751 0.763 -2.758 0.0060
H 5.927 -2.425 -3.118 -0.0010
H -2.201 3.014 -3.713 0.0000
C 1.883 -4.505 -0.393 0.0002
H -0.209 -2.750 1.794 -0.0003
C -2.842 -2.429 3.870 0.0039
C -4.355 0.073 -1.907 0.0007
C 3.569 0.413 -4.309 0.0367
P 0.042 -2.534 -1.062 0.0130
C -2.585 -5.377 0.346 0.0005
C -3.005 2.224 0.966 0.0009
C 1.467 -3.196 -0.141 0.0029
H -4.928 2.772 0.183 0.0000
H 0.578 6.382 1.291 0.0000
H 4.286 -1.454 -1.550 0.0009
Si 1.591 -0.630 1.178 0.0021
C 1.974 -3.315 -4.554 0.0001
H -3.260 -2.840 4.779 0.0002
C -0.345 -3.814 -4.941 -0.0001
C -0.651 -3.440 -3.641 -0.0002
C 5.323 2.096 0.436 0.0029
C 5.338 -1.162 -4.754 0.0582
C 4.506 1.719 -0.617 0.0151
H -1.727 3.324 3.911 0.0000
H -3.953 4.344 4.040 0.0000
C -4.240 2.854 1.015 0.0001
H 0.783 1.091 -4.145 0.0006
H -0.537 -0.062 6.505 0.0001
H -5.546 4.107 2.168 0.0000
H -3.234 -0.833 -4.650 0.0001
H 5.671 1.984 2.547 0.0001
C 4.506 -0.128 -5.171 0.0030
C -2.664 -2.975 -1.029 0.0019
C -3.689 3.748 3.177 0.0000
C 1.497 1.994 -2.322 0.0469
C 3.484 -0.067 -2.998 0.0580
H 4.732 2.039 -1.627 -0.0002
H -1.131 -4.159 -5.599 0.0000
```

* spin multiplicity: 2
* strongest force on any atom: 1.9 eV/A
* E_tot: -180647.2094 eV
* ⟨S²⟩: 0.946
* net charge: +3

(2)
The following is a quantum chemistry calculation of a 18-piece molecular cluster, C67H204N29O18P9 overall in a non-equilibrium geometry, from the OMol25 dataset.

The geometry in XYZ format:
```
327
Properties=species:S:1:pos:R:3:mulliken_charge:R:1
H 23.931 24.041 29.369 0.3903
C 16.107 16.599 26.344 -0.9822
C 16.206 19.070 16.670 -1.8623
H 19.749 25.867 24.194 -0.0058
C 21.337 22.662 27.938 -0.6445
H 17.526 19.985 25.154 -0.5450
C 13.648 21.816 16.695 -0.7533
H 18.165 21.556 27.825 0.0803
N 19.472 22.610 17.563 1.0693
C 16.333 21.765 23.311 -0.5372
H 10.274 22.616 23.843 0.3243
H 10.886 21.658 19.156 0.2800
H 14.416 18.983 14.255 0.2479
H 25.659 22.927 24.701 0.3814
C 16.890 21.115 13.625 -0.7080
N 10.663 18.949 24.515 0.5788
C 20.362 23.836 13.848 -1.3636
P 17.248 18.521 14.183 -0.0975
H 25.995 17.369 22.188 0.2637
H 15.288 21.547 26.976 -0.3060
C 16.970 17.477 22.507 -0.2093
H 14.353 21.913 32.533 0.3135
H 26.173 19.025 21.571 0.4283
H 14.534 25.466 27.924 0.4782
C 12.766 16.165 17.748 -0.9930
H 20.581 22.209 25.504 -0.0769
H 20.561 20.596 26.232 -0.0090
H 13.107 25.501 24.441 0.2262
H 22.788 18.234 27.930 0.3562
H 14.406 25.780 25.614 0.5591
H 15.378 16.514 18.053 0.0018
H 13.488 27.118 24.937 0.4367
H 11.492 22.638 22.593 -0.0294
O 23.567 23.973 25.696 -0.9316
H 17.449 16.682 16.842 0.3476
H 26.491 21.652 25.431 0.3392
H 16.509 14.573 20.878 -0.0426
O 14.236 16.877 21.361 -0.4926
H 13.353 23.059 24.077 -0.3485
H 21.135 24.948 24.844 0.3108
H 16.945 22.649 23.279 0.0411
H 24.211 24.914 27.870 0.2678
H 11.940 14.244 22.875 0.3792
H 23.667 20.334 21.317 0.4935
O 16.457 17.888 26.043 0.2951
C 25.613 21.865 24.821 -1.2740
H 22.520 16.371 18.037 0.3978
P 11.681 20.048 25.296 0.2134
H 25.807 16.949 19.517 0.3151
H 15.375 18.362 16.737 0.7032
H 26.048 21.604 28.649 0.3238
O 17.885 23.040 15.531 -0.8157
H 17.244 10.766 16.680 0.2895
C 20.266 23.090 18.635 -0.9646
H 16.553 12.071 15.626 0.2860
H 21.795 21.141 25.018 0.0243
O 19.556 23.086 22.262 -0.8536
O 11.200 20.301 26.669 -0.9869
H 22.050 20.924 21.491 -0.6319
H 17.308 22.688 26.758 0.0147
C 19.364 16.750 25.299 -0.6173
H 18.714 19.363 23.947 -0.7970
H 24.064 19.571 24.654 -0.7868
H 12.960 24.778 27.854 0.4536
H 12.764 16.901 16.924 0.3003
H 16.629 22.532 33.067 0.3492
H 18.355 21.028 16.839 -0.4997
H 18.509 26.536 15.425 0.2841
H 12.941 22.622 16.904 0.2697
H 16.896 27.354 23.990 0.2331
H 13.447 29.703 24.860 0.3669
H 17.259 18.133 26.552 0.0659
H 11.736 15.644 17.794 0.1825
H 15.859 24.901 19.571 0.0025
C 18.038 25.395 17.758 -0.5270
C 18.590 17.563 20.594 1.3897
H 17.558 21.752 31.819 0.2972
H 25.511 18.632 19.043 0.3459
H 10.713 22.332 20.722 0.1677
C 18.737 24.062 21.706 0.8801
H 21.344 19.270 28.211 0.1493
H 11.230 14.218 19.503 0.2475
H 14.282 26.124 30.163 0.3376
H 25.558 24.474 28.875 0.3209
C 14.644 21.792 31.479 -0.9551
P 14.687 27.334 22.370 0.6405
H 25.609 21.419 23.838 0.2434
C 14.281 29.360 24.227 -1.0648
H 23.108 20.744 23.010 -0.1368
C 11.327 22.416 19.821 -0.8649
H 19.449 22.167 21.833 -0.2368
N 11.958 21.423 24.324 0.7034
H 18.755 14.875 18.310 -0.4137
N 20.523 23.487 15.281 0.3096
H 16.043 28.087 19.953 0.3014
H 12.722 18.394 20.332 -0.4259
C 18.553 12.890 17.722 0.4048
C 15.659 25.005 23.450 -0.6746
H 13.457 15.352 17.494 0.3365
H 24.935 18.803 22.718 -0.0335
H 24.982 19.481 26.043 0.3830
H 21.893 25.032 16.057 0.2917
H 16.363 24.743 24.257 0.4354
H 21.235 22.589 18.755 0.3007
H 18.450 17.045 24.807 -0.4970
N 16.259 22.356 28.611 0.4930
C 16.933 22.633 32.027 -1.0526
H 20.722 22.111 28.654 0.2761
C 14.940 19.377 13.411 -0.9853
H 14.627 19.926 21.214 -0.1192
H 15.015 24.136 23.283 -0.6918
H 17.759 28.778 23.308 0.4172
C 21.241 18.682 22.973 -0.1877
H 9.158 17.714 25.235 0.3414
O 19.209 23.939 24.898 0.4635
H 20.202 20.325 13.824 0.0570
H 21.928 15.111 21.563 0.3106
H 16.260 25.235 22.561 0.0107
N 17.153 20.510 23.090 1.1645
H 14.530 22.354 16.373 0.1294
H 13.542 17.302 25.989 0.2616
C 12.904 22.404 24.825 0.2657
H 21.111 24.557 13.481 0.4449
H 14.020 24.975 31.455 0.3575
C 17.510 22.481 27.829 -0.9521
C 18.873 18.288 12.063 -1.0895
N 15.756 22.705 31.181 0.3217
N 13.104 16.830 19.014 1.0317
C 18.062 20.213 24.228 1.0656
C 15.339 19.643 20.440 0.2785
H 15.020 13.550 20.959 0.4668
H 20.393 22.962 13.191 0.2234
H 17.934 17.837 11.746 0.2935
H 24.286 17.392 18.741 0.1415
H 19.373 16.834 21.001 0.0510
C 17.344 27.777 23.073 -1.0814
C 25.445 18.292 21.921 -0.7219
H 18.590 17.918 17.516 0.2668
C 9.299 18.766 25.018 -1.1442
H 17.108 25.861 17.391 0.4160
C 10.986 18.349 23.209 -0.7996
C 24.596 24.111 28.532 -1.0960
H 20.340 19.122 22.462 0.5119
C 24.113 20.033 25.639 -0.0606
H 17.876 17.017 19.986 -0.8675
C 24.970 21.675 28.608 -0.7897
H 16.669 18.053 23.389 -0.2177
N 22.422 18.914 22.136 1.0496
H 15.593 18.605 20.552 -0.2499
N 13.841 28.668 22.964 0.0643
P 17.743 20.002 21.582 -1.4047
H 21.139 17.605 23.096 -0.4559
P 23.610 22.662 26.400 0.5814
P 19.131 23.492 16.203 0.1357
H 17.061 21.523 12.618 0.2474
H 16.719 16.036 18.894 -1.5142
C 25.069 17.714 19.481 -0.9270
H 13.344 21.222 15.844 0.2638
H 16.124 13.305 19.628 0.3281
H 22.109 23.412 16.679 0.1931
N 16.582 20.430 20.468 1.0679
H 21.908 12.938 22.456 0.3128
H 14.864 19.723 19.493 -0.2449
C 20.049 25.098 24.927 -0.6762
O 18.000 12.384 18.659 -0.6654
H 11.796 28.458 23.541 0.3145
H 20.144 13.946 18.695 0.1244
C 12.406 28.809 22.691 -1.0194
N 19.058 25.051 16.803 0.7886
C 22.003 16.322 19.004 -1.6483
P 15.868 23.542 29.750 0.6382
H 16.276 21.584 18.671 -0.4177
H 11.644 12.944 20.597 0.3851
C 22.807 20.320 22.027 -0.2450
C 16.633 21.678 19.678 1.1637
H 22.001 23.229 28.563 0.2572
O 19.008 20.559 21.082 0.2532
H 15.467 16.651 27.253 0.2685
P 22.956 17.587 21.218 0.1985
C 11.008 22.002 23.331 -0.8795
H 22.574 23.780 15.007 0.4493
C 14.004 24.511 28.088 -1.1997
H 16.394 21.926 14.158 0.3881
H 24.475 21.694 29.622 0.3153
H 19.039 12.915 15.759 0.2363
O 13.881 24.540 19.953 -0.6905
H 9.123 19.384 25.911 0.3160
O 21.283 14.467 21.224 -0.2402
H 18.988 20.700 18.473 0.0076
N 17.902 18.329 21.637 1.4260
C 14.262 19.382 24.356 0.8288
N 24.599 22.856 27.792 0.2257
H 12.695 25.303 30.283 0.3208
H 15.232 19.431 24.847 -0.8441
H 11.156 23.398 19.412 0.3572
N 18.424 12.472 16.441 -0.1947
H 21.462 17.617 28.884 0.3822
H 14.753 30.272 23.906 0.3032
H 20.487 13.826 23.088 0.1141
N 18.700 18.833 13.403 0.5972
H 12.808 13.531 19.340 0.3550
C 11.863 15.084 22.191 -0.4691
H 17.525 16.623 22.860 0.5330
H 14.219 21.826 28.279 0.6061
H 19.614 17.516 11.971 0.3389
C 15.211 21.497 28.067 -0.7167
C 13.784 25.159 30.421 -1.0929
H 20.388 24.145 18.587 0.6482
H 18.215 27.152 22.819 0.3481
H 18.098 23.863 20.859 -0.4485
H 20.780 18.642 14.069 0.4204
H 13.425 21.239 18.527 -0.1776
H 14.388 18.474 23.734 -0.0262
H 18.404 26.026 18.574 0.4449
H 12.551 18.821 18.591 -0.1207
H 12.169 29.894 22.520 0.3703
H 23.224 19.895 26.222 0.1591
H 13.882 25.255 20.631 0.2863
H 10.382 18.685 22.366 0.3433
C 19.417 14.137 17.893 0.2458
O 16.578 17.295 13.769 -0.9606
C 21.212 21.396 25.869 -0.1042
H 11.978 18.635 22.905 -0.3512
H 11.268 17.771 19.458 0.3637
C 17.468 11.532 15.938 -0.9482
H 18.922 17.078 16.055 0.4666
H 15.360 20.450 28.420 0.2847
C 14.943 24.691 19.026 -0.4152
H 19.767 22.843 19.637 -0.3581
O 18.999 18.050 27.255 -0.8690
H 15.750 21.853 22.393 0.1450
N 21.151 17.730 26.721 -0.0808
H 19.246 19.025 11.353 0.3235
H 17.867 21.078 14.097 -0.1648
H 20.123 16.532 24.570 0.1653
H 19.960 25.624 25.886 0.3423
N 14.255 24.128 29.486 0.3098
O 22.909 16.290 22.033 -1.0425
C 15.703 14.030 20.317 -0.8134
H 15.728 21.712 24.212 -0.0030
H 22.511 15.505 19.524 0.6095
C 16.742 28.379 20.749 -1.0389
C 21.690 18.236 28.016 -0.9442
H 14.359 20.262 13.119 0.3858
H 20.672 23.389 27.422 0.0254
C 21.730 18.886 19.153 -0.6460
H 13.703 21.886 25.370 -0.9041
N 16.298 19.801 13.701 0.6610
H 14.407 23.797 27.404 0.0734
N 12.715 14.799 21.003 0.4818
H 18.062 23.337 28.126 0.5650
H 16.959 15.988 26.599 0.3761
H 20.882 18.807 18.491 -0.2666
H 17.700 27.924 20.463 0.2994
H 10.814 15.292 21.938 0.3639
C 19.825 17.581 26.473 0.9642
N 14.912 26.249 23.658 1.2421
H 15.567 16.177 25.484 0.2045
H 14.730 25.438 18.284 0.5991
H 16.587 19.327 17.661 -0.0458
H 22.544 19.221 18.503 0.3737
N 22.134 21.940 26.901 0.7312
H 15.826 20.018 16.239 0.3671
N 22.015 17.578 19.816 1.4235
H 12.463 18.287 27.040 0.5009
H 15.985 22.432 20.160 0.1723
H 21.581 19.664 19.908 -0.0228
H 24.642 20.745 28.131 0.0630
H 20.039 20.656 17.017 0.2505
H 17.819 10.963 15.094 0.3743
N 13.154 19.235 25.318 0.7290
H 12.206 16.008 22.626 -0.3680
H 8.491 18.949 24.271 0.2804
O 12.678 22.161 20.044 0.2230
H 17.658 22.032 19.720 -0.5305
N 24.419 21.469 25.544 0.6856
C 15.798 15.607 18.474 1.0042
H 19.359 24.151 13.657 0.5004
H 15.973 14.900 17.691 0.6020
N 14.935 15.009 19.500 0.2285
C 13.949 26.161 24.737 -1.4784
H 20.306 12.686 21.678 0.2224
H 18.073 24.444 22.494 -0.9005
O 16.854 24.646 29.703 -0.9399
C 19.937 19.299 14.139 -0.4605
C 12.074 13.795 20.081 -1.1033
H 19.807 14.446 16.937 0.2790
H 16.085 17.177 21.993 -0.7236
H 21.770 17.106 26.230 0.3075
H 19.123 18.241 19.902 -0.9345
H 19.283 23.481 24.040 -0.3136
H 14.216 18.539 27.073 -0.1908
N 16.290 27.849 22.062 0.5746
H 11.045 17.247 23.244 0.4581
H 19.673 19.289 15.196 -0.2029
H 13.073 23.036 20.259 0.0607
P 13.783 15.926 20.312 -0.1688
C 12.337 18.026 19.369 -0.2563
H 18.684 21.093 24.410 -0.0559
H 19.125 15.781 25.681 0.5837
H 10.489 21.242 22.773 0.2718
C 18.093 17.520 16.611 -1.5298
H 14.930 18.657 12.615 0.2420
H 16.937 29.468 20.846 0.2666
H 13.814 21.968 30.786 0.2914
H 21.472 19.123 23.933 -0.6145
H 19.786 27.070 16.590 0.2684
H 14.104 20.223 23.679 0.0372
H 20.965 16.019 18.932 0.1628
H 12.334 22.969 25.543 0.8277
O 13.977 26.755 21.191 -1.1128
C 13.372 18.337 26.438 -0.7102
H 15.005 20.742 31.447 0.3013
C 21.818 23.953 15.797 -0.9050
H 19.420 24.898 21.507 0.7608
H 17.708 24.453 18.201 -0.7089
O 13.760 20.870 17.723 0.3021
H 15.037 23.768 18.436 -0.0967
N 24.501 18.107 20.779 0.5854
H 12.097 28.362 21.761 0.2585
N 17.408 18.606 15.887 1.4643
C 19.424 26.225 15.973 -1.1688
H 14.967 28.697 24.755 0.4092
C 20.976 13.426 22.162 -0.6802
H 17.604 23.504 31.874 0.2598
C 19.193 21.159 17.510 -0.3356
H 20.181 25.963 15.248 0.4165
```

* spin multiplicity: 1
* ΔE to the lowest compared entry with this formula, charge and spin: 0.000 eV
* strongest force on any atom: 2.9 eV/A
* E_tot: -236466.4614 eV
* net charge: 0